The following is a DFT calculation (ωB97M-V with the def2-TZVPD basis set) of 8 unconnected molecules or ions with the total composition H18NO7 at a distorted geometry.

## Properties
LUMO level = -3.16 eV
Energy relative to the best compared isomer or geometry (same formula, charge and spin) = 95.7 kcal per mole
HOMO-LUMO gap = 11.3 eV

Structure (ORCA input):
```
! RIJCOSX wB97M-V def2-TZVPD def2/J DEFGRID3
* xyz 1 1
N -0.698 0.676 -0.139
H -0.992 -0.313 -0.146
H 0.359 0.984 0.012
H -1.152 1.266 0.504
H -0.764 0.947 -1.186
O 2.481 0.279 1.809
H 2.774 -0.557 1.952
H 3.194 0.851 1.358
O 1.552 -1.876 -0.200
H 2.403 -2.162 -0.625
H 1.646 -1.008 0.228
O 2.329 1.783 -1.449
H 3.193 1.598 -0.843
H 2.713 1.289 -2.195
O -0.934 -0.943 2.253
H -0.603 -1.846 2.121
H -0.482 -0.842 3.102
O -1.316 -1.502 -2.539
H -2.376 -1.728 -2.784
H -0.952 -2.387 -2.129
O -0.843 3.732 -0.453
H -1.166 4.277 0.208
H -1.521 3.434 -0.944
O -3.027 -1.677 0.380
H -2.888 -1.585 1.332
H -2.922 -2.701 0.374
*
```